43
Properties=species:S:1:pos:R:3 method="wB97M-V/def2-TZVPD" homo_lumo_gap_ha=0.317 lumo_ev=0.57 de_lowest_kcal_mol=0.0 total_charge=0 smiles="CCOC(=O)C1CCN(C(=S)Nc2ccc(Cl)cc2C)CC1"
C -1.517 -3.384 4.782
C -0.423 -2.668 4.005
H 0.533 -3.187 4.098
H -0.324 -1.635 4.356
O -0.702 -2.654 2.603
C -1.519 -1.699 2.150
O -2.012 -0.851 2.847
C -1.718 -1.845 0.649
C -0.395 -1.579 -0.082
C -0.020 -0.096 -0.008
N -1.086 0.704 -0.577
C -1.104 1.071 -1.876
S -2.495 1.216 -2.766
N 0.081 1.314 -2.524
C 1.240 1.920 -2.035
C 1.254 2.629 -0.836
C 2.413 3.228 -0.382
C 3.568 3.126 -1.139
C 3.565 2.440 -2.342
C 2.411 1.831 -2.805
C 2.408 1.092 -4.109
H 1.982 0.096 -3.987
H 3.419 0.995 -4.493
H 1.813 1.625 -4.852
H 4.473 2.378 -2.922
Cl 5.029 3.866 -0.582
H 2.416 3.776 0.546
H 0.345 2.723 -0.263
H -0.046 1.385 -3.526
C -2.333 0.545 0.144
C -2.806 -0.908 0.122
H -3.705 -0.997 0.733
H -3.053 -1.185 -0.904
H -3.084 1.188 -0.315
H -2.167 0.862 1.176
H 0.915 0.075 -0.539
H 0.113 0.206 1.036
H 0.402 -2.183 0.353
H -0.510 -1.861 -1.132
H -2.007 -2.888 0.477
H -1.247 -3.430 5.833
H -2.456 -2.845 4.684
H -1.647 -4.395 4.404